{
  "formula": "C26H29N2O2PPbS",
  "method": "ωB97M-V/def2-TZVPD",
  "species": ["C", "C", "O", "C", "O", "C", "C", "C", "N", "C", "C", "C", "C", "C", "C", "C", "N", "C", "C", "C", "C", "S", "C", "C", "C", "C", "C", "C", "P", "C", "C", "C", "H", "H", "H", "H", "H", "H", "H", "H", "H", "H", "H", "H", "H", "H", "H", "H", "H", "H", "H", "H", "H", "H", "H", "H", "H", "H", "H", "H", "H", "Pb"],
  "coordinates": [[-3.000, -0.354, -5.882], [-1.687, -1.107, -6.093], [-0.633, -0.716, -5.180], [-0.938, -1.027, -3.880], [-1.321, -0.146, -3.132], [-0.738, -2.464, -3.370], [-0.020, -2.339, -1.974], [-1.118, -2.297, -0.918], [-0.633, -2.187, 0.510], [0.628, -1.541, 0.616], [1.763, -2.315, 0.718], [2.999, -1.728, 0.828], [3.165, -0.363, 0.865], [4.467, 0.329, 0.978], [5.088, 0.685, 2.172], [6.295, 1.376, 2.160], [7.019, 1.739, 1.099], [6.384, 1.368, -0.032], [5.176, 0.731, -0.176], [2.039, 0.436, 0.755], [0.815, -0.164, 0.636], [-0.622, 0.869, 0.529], [-1.804, -0.156, 1.382], [-1.667, -1.525, 1.253], [-2.615, -2.308, 1.873], [-3.621, -1.715, 2.599], [-3.733, -0.357, 2.749], [-2.801, 0.458, 2.121], [-2.760, 2.284, 2.205], [-4.400, 2.912, 2.754], [-1.496, 2.718, 3.508], [-0.462, 3.720, 2.916], [-3.742, -0.796, -6.555], [-3.379, -0.469, -4.864], [-2.840, 0.701, -6.118], [-1.858, -2.188, -5.965], [-1.293, -0.970, -7.100], [-1.750, -2.858, -3.228], [-0.160, -3.056, -4.079], [0.614, -3.227, -1.897], [0.561, -1.417, -2.039], [-1.652, -3.255, -0.988], [-1.872, -1.529, -1.115], [1.687, -3.398, 0.714], [3.886, -2.355, 0.904], [4.627, 0.429, 3.120], [6.713, 1.660, 3.126], [6.926, 1.619, -0.971], [4.771, 0.534, -1.166], [2.108, 1.521, 0.778], [-2.587, -3.389, 1.790], [-4.373, -2.331, 3.087], [-4.507, 0.122, 3.339], [-4.614, 2.549, 3.767], [-5.157, 2.563, 2.049], [-4.359, 4.003, 2.783], [-0.961, 1.829, 3.853], [-1.976, 3.185, 4.376], [0.477, 3.716, 3.478], [-0.852, 4.740, 2.903], [-0.250, 3.381, 1.897], [6.043, 3.866, -0.465]],
  "atomic_forces_ev_per_a": [[0.52, -0.17, -0.20], [-0.38, -0.75, 0.02], [-0.31, -0.31, 0.46], [-0.44, 1.18, 0.44], [0.59, -1.00, -0.65], [0.19, 1.19, 0.17], [-0.90, -0.23, -1.26], [0.09, -0.97, 0.19], [-0.32, 1.18, -0.72], [0.31, -0.36, 0.27], [-0.11, -0.59, -0.06], [1.51, -0.60, 0.21], [-0.23, 0.73, -0.02], [0.76, 0.07, -0.40], [-0.42, -0.43, -0.25], [0.83, 0.47, 1.79], [-1.57, -0.05, -0.25], [1.15, 0.69, -1.84], [-1.05, -0.34, 0.21], [0.47, 0.44, 0.02], [-1.97, 0.43, 0.09], [-0.05, 0.02, -0.06], [1.45, 0.63, -0.90], [0.01, -0.88, 0.58], [-0.04, -0.45, -0.01], [-1.27, -0.59, 0.69], [0.05, 0.91, -0.22], [-0.33, 0.58, 0.64], [0.27, 0.21, -0.31], [0.50, -0.65, 0.48], [0.37, 0.61, -0.04], [-0.23, -0.53, -0.01], [0.08, 0.24, 0.00], [0.11, 0.13, -0.09], [-0.29, -0.09, 0.12], [0.04, 0.16, -0.07], [0.05, 0.16, 0.20], [0.23, -0.30, -0.20], [-0.21, 0.00, 0.05], [0.08, 0.27, 0.44], [0.19, -0.25, 0.43], [0.08, 0.15, 0.13], [0.44, 0.19, -0.16], [-0.10, 0.12, 0.00], [-0.18, -0.02, 0.01], [0.12, 0.08, -0.06], [-0.01, -0.04, -0.20], [0.12, -0.63, 0.25], [0.14, -0.06, 0.10], [-0.05, -0.12, 0.05], [0.17, 0.11, -0.03], [0.20, -0.08, -0.07], [-0.06, -0.35, 0.00], [-0.19, 0.08, -0.16], [0.03, 0.16, 0.11], [-0.02, -0.13, -0.15], [-0.31, -0.07, -0.12], [-0.11, -0.29, -0.10], [-0.21, 0.01, 0.08], [0.04, -0.13, -0.13], [0.14, 0.37, 0.06], [0.08, -0.07, 0.49]],
  "homo_ev": -11.557,
  "multiplicity": 1,
  "total_charge": 2,
  "orbital_gap_ev": 1.70,
  "lumo_energy_ev": -9.854
}

{
  "formula": "C4H12",
  "method": "ωB97M-V/def2-TZVPD",
  "species": ["C", "C", "H", "H", "H", "H", "H", "H", "C", "C", "H", "H", "H", "H", "H", "H"],
  "coordinates": [[-2.571, -1.074, -0.232], [-1.145, -1.632, 0.335], [-3.373, -1.731, 0.195], [-2.731, -0.115, 0.455], [-2.586, -0.917, -1.270], [-0.383, -0.918, -0.047], [-1.268, -1.592, 1.393], [-1.083, -2.637, -0.054], [1.823, 1.885, 0.488], [1.989, 0.789, -0.658], [1.650, 1.514, 1.501], [2.531, 2.699, 0.480], [0.998, 2.321, 0.129], [2.134, -0.222, -0.239], [2.947, 0.852, -1.096], [1.067, 0.777, -1.380]],
  "atomic_forces_ev_per_a": [[0.78, 0.61, 5.10], [-2.22, 1.55, -2.45], [0.48, 0.21, -0.94], [0.18, -1.35, -2.07], [-0.22, 0.34, -1.22], [-0.23, -0.88, 0.63], [0.44, -0.15, 0.89], [0.72, -0.33, 0.10], [1.85, -2.35, -0.38], [-1.10, -0.54, 1.12], [0.13, -0.10, -0.25], [0.82, -0.12, -0.02], [-3.68, 2.08, -0.53], [-0.79, 0.19, 0.15], [0.87, 0.73, -1.32], [1.95, 0.10, 1.18]],
  "homo_ev": [1.525, -7.770],
  "multiplicity": 2,
  "total_charge": -1,
  "de_lowest_kj_mol": 132.3,
  "orbital_gap_ev": [2.76, 12.22],
  "lumo_energy_ev": [4.289, 4.453]
}